Entry 1:
Entry from OMol25: one molecule with the formula C5H7P at a distorted geometry (ωB97M-V/def2-TZVPD).

Properties
- Electronic energy: -14582.7197 eV
- SMILES: C1C[C@@H]2CC2=P1
- E_HOMO: -8.0 eV
- ΔE to the lowest compared entry with this formula, charge and spin: 2.978 eV
- F_max: 3.710 eV/Å

XYZ file:
```
13
Properties=species:S:1:pos:R:3:forces:R:3
C 0.170760 1.601851 -0.328070 0.4 -2.7 0.1
C -0.982174 1.371730 0.642521 -0.1 1.5 -1.3
C -0.108376 -1.054621 0.170255 -0.2 -1.3 0.5
C 0.889944 -0.976432 -0.971797 0.4 1.3 0.4
C -0.063059 0.259771 0.898054 -2.2 1.0 -2.8
P 0.904203 0.824061 -1.633039 -0.6 0.2 1.4
H -1.126564 2.210087 1.274050 0.2 0.3 1.4
H -1.884489 1.426761 -0.005306 0.4 -1.3 0.6
H -1.062164 -1.399298 -0.402597 1.0 0.8 1.9
H 0.266736 -1.828310 0.984604 -1.1 1.0 -1.9
H 1.894967 -1.136003 -0.579473 0.2 -0.6 -0.6
H 0.501859 -1.591575 -1.758596 0.8 -0.8 -0.7
H 0.598359 0.291979 1.709395 0.8 0.5 1.0
```
Forces are in eV/Å.

Here are the natural (NBO) charges for atoms 1 to 6, given in e: C -0.483; C -0.454; C -0.439; C -0.702; C -0.176; P 0.662

Entry 2:
Entry from OMol25: a 3-piece molecular cluster, C5H11NO4 overall at a distorted geometry (ωB97M-V/def2-TZVPD).

Properties
- Electronic energy: -15042.0089 eV
- SMILES: C[C@@H]1O[C@H]1O.N=C=O.CO
- E_HOMO: -9.3 eV
- ΔE to the lowest compared entry with this formula, charge and spin: 2.592 eV
- F_max: 1.351 eV/Å

XYZ file:
```
21
Properties=species:S:1:pos:R:3:forces:R:3
C 1.847033 -0.211475 0.918824 0.1 -0.8 0.0
C 1.609737 -0.572713 -0.484919 0.2 -0.7 0.0
C 2.696123 -1.146613 -1.356252 -0.2 0.3 0.1
O 1.762888 0.779263 -0.059838 0.1 1.1 -0.1
O 0.898088 -0.277802 1.898070 -0.2 0.3 0.1
H 0.059618 0.103450 1.577327 0.0 -0.1 0.0
H 2.836079 -0.369197 1.343662 0.0 0.1 0.0
H 0.592236 -0.819111 -0.776351 0.0 0.0 0.1
H 2.643080 -2.233396 -1.337493 0.0 -0.1 0.0
H 2.574632 -0.806707 -2.383272 0.0 0.0 -0.1
H 3.674211 -0.830594 -1.000627 0.1 0.0 0.0
C -1.303346 2.017056 0.145964 0.0 0.3 -0.1
C -2.625057 -1.031095 -0.411178 -0.6 0.0 -0.8
N -3.594485 -0.816705 0.275460 0.0 0.2 0.3
O -1.507637 0.924292 1.025080 -1.0 -0.1 0.7
O -1.776148 -1.077064 -1.203789 0.2 -0.2 0.4
H -4.239481 -1.422534 0.740683 0.1 -0.3 0.0
H -2.446123 0.908890 1.337968 1.3 0.0 -0.4
H -0.295605 1.917048 -0.254826 -0.1 0.0 0.0
H -2.022903 1.999061 -0.675163 0.0 0.0 0.0
H -1.382938 2.965947 0.680670 0.0 0.0 -0.1
```
Forces are in eV/Å.

Here are the natural (NBO) charges for atoms 1 to 6, given in e: C 0.351; C 0.011; C -0.634; O -0.518; O -0.722; H 0.505

Entry 3:
Entry from OMol25: a 2-piece molecular cluster, C4H7N3 overall (ωB97M-V/def2-TZVPD).

Properties
- Electronic energy: -8727.7171 eV
- E_HOMO (spin up / spin down): -7.6 / -7.6 eV
- ΔE to the lowest compared entry with this formula, charge and spin: 3.962 eV
- F_max: 0.993 eV/Å

XYZ file:
```
14
Properties=species:S:1:pos:R:3:forces:R:3
C -1.476992 0.731165 -0.653573 -0.1 0.2 -0.2
C -0.852193 -1.124703 0.745765 0.1 0.2 0.0
N -0.937481 0.153014 0.560786 -0.2 -0.3 0.2
C 1.369174 0.139658 -0.275988 0.0 -0.4 0.1
N 1.181445 -1.109619 -0.422734 0.1 0.5 0.2
C 2.477171 0.953934 -0.610529 0.7 0.7 0.0
N 3.230191 1.840284 -0.687182 -0.4 -0.8 -0.2
H -0.806794 1.518013 -0.985220 0.0 0.1 0.0
H -2.460320 1.146787 -0.457548 -0.2 0.0 -0.1
H -1.518449 -0.015061 -1.444132 -0.1 -0.1 0.0
H -1.420111 -1.797699 0.139456 -0.1 -0.2 -0.3
H -0.425637 -1.482606 1.663739 0.2 -0.1 0.1
H -0.217246 0.713342 1.015380 0.1 0.1 0.0
H 1.918874 -1.677266 -0.856494 -0.2 0.1 0.1
```
Forces are in eV/Å.

Here are the natural (NBO) charges for atoms 1 to 6, given in e: C -0.425; C 0.040; N -0.489; C -0.114; N -0.678; C 0.153

- Which formula does entry 1 have?
  C5H7P

- What is the F_max in the first record?
  3.710 eV/Å

- The highest F_max belongs to which entry?
  C5H7P